(1)
ORCA calculation (the ωB97M-V functional and the def2-TZVPD basis) on a 11-piece molecular cluster, H23O11 overall in a non-equilibrium geometry.

Each line ends with the Löwdin charge.
Cartesian coordinates (Å):
O1 1.92 -2.11 -2.87  -0.017
H1 1.93 -2.78 -3.51  0.035
H2 -1.91 3.63 -2.18  0.029
O2 1.04 0.16 -0.19  0.022
H3 0.49 0.78 0.31  0.066
H4 -0.02 3.05 1.01  0.027
O3 -2.63 1.67 1.22  -0.095
H5 -2.48 -1.42 3.22  0.105
H6 4.04 -2.95 -0.41  0.046
O4 -0.42 -1.75 0.51  0.098
H7 -1.17 -1.03 0.56  0.149
H8 -0.34 0.77 -4.03  0.051
O5 -1.42 3.06 -2.77  -0.048
H9 2.67 -2.27 -0.91  -0.058
H10 0.31 -1.01 -0.03  0.126
O6 -1.04 0.30 3.36  -0.138
H11 -0.29 0.43 4.03  0.093
H12 -2.82 0.68 1.35  0.062
O7 -0.18 2.67 0.18  -0.021
H13 -3.30 2.02 0.59  0.084
O8 -0.51 0.30 -3.21  -0.054
H14 -0.23 -0.61 -3.34  0.021
H15 1.71 0.33 -0.81  0.082
O9 2.30 -0.63 1.68  -0.078
H16 -1.14 2.61 0.16  0.018
H17 3.09 -1.12 1.86  0.035
O10 -2.61 -1.30 2.22  -0.113
H18 2.40 0.33 1.96  0.090
H19 -3.25 -2.02 2.01  0.081
O11 3.25 -2.47 -0.24  -0.004
H20 0.14 -1.59 1.37  0.161
H21 -1.25 1.15 2.77  0.084
H22 -0.71 2.47 -2.57  -0.006
H23 2.41 -1.39 -3.30  0.066

Calculated values
E_HOMO   -13.6 eV
F_max   4.60 eV Å⁻¹
Total charge   +1
E_LUMO   -3.1 eV
HOMO-LUMO gap   0.387 hartree
Energy above the lowest of the compared OMol25 structures with the same formula, charge and spin   109.8 kcal/mol
Electronic energy   -22887.6912 eV

(2)
ORCA calculation (the ωB97M-V functional and the def2-TZVPD basis) on a 3-piece molecular cluster, C4H15NO3 overall in a non-equilibrium geometry.

Each line ends with the Löwdin charge.
Cartesian coordinates (Å):
C1 0.83 1.67 1.21  -0.123
N1 -0.34 0.85 0.98  -0.103
C2 0.38 -1.01 -0.45  -0.059
C3 -0.08 -0.65 0.94  -0.336
C4 -1.49 -1.20 1.25  -0.231
O1 -1.44 -2.63 1.21  -0.071
H1 0.85 2.09 2.20  0.060
H2 0.71 2.66 0.69  0.079
H3 1.75 1.21 0.91  0.075
H4 -1.18 1.09 1.47  0.093
H5 0.05 -2.01 -0.73  0.083
H6 1.46 -1.07 -0.54  0.050
H7 -0.07 -0.33 -1.19  0.068
H8 0.63 -1.02 1.68  0.141
H9 -1.92 -0.76 2.13  0.102
H10 -2.25 -0.93 0.47  0.141
H11 -2.27 -2.95 0.84  0.085
H12 -1.09 2.34 -2.76  0.034
H13 -0.67 1.66 -1.44  0.008
O2 -1.09 1.50 -2.30  -0.068
H14 1.85 -0.32 -2.73  0.051
H15 2.75 -0.36 -1.53  0.000
O3 2.61 0.16 -2.32  -0.078

Calculated values
E_HOMO   -8.8 eV
F_max   2.91 eV Å⁻¹
SMILES   CN[C@H](C)CO.O.O
E_LUMO   0.7 eV
HOMO-LUMO gap   0.351 hartree
Energy above the lowest of the compared OMol25 structures with the same formula, charge and spin   36.2 kcal/mol
Electronic energy   -12022.6477 eV

(3)
ORCA calculation (the ωB97M-V functional and the def2-TZVPD basis) on C4H5NO as an isolated structure in a non-equilibrium geometry.

Each line ends with the Löwdin charge.
Cartesian coordinates (Å):
N1 -2.70 0.94 0.65  0.157
C1 -1.77 0.27 0.51  -0.144
C2 -0.57 -0.59 0.33  -0.319
C3 0.30 -0.21 -0.87  -0.077
C4 1.19 0.44 0.19  -0.158
O1 0.47 -0.24 1.24  -0.078
H1 -0.88 -1.64 0.43  0.150
H2 0.77 -1.10 -1.31  0.114
H3 -0.13 0.42 -1.65  0.115
H4 2.25 0.19 0.19  0.117
H5 1.07 1.53 0.28  0.122

Calculated values
E_HOMO   -10.7 eV
F_max   1.12 eV Å⁻¹
E_LUMO   0.8 eV
HOMO-LUMO gap   0.425 hartree
Energy above the lowest of the compared OMol25 structures with the same formula, charge and spin   37.6 kcal/mol
Electronic energy   -7764.8962 eV

(4)
ORCA calculation (the ωB97M-V functional and the def2-TZVPD basis) on a 12-piece molecular cluster, H24O12 overall in a non-equilibrium geometry.

Each line ends with the Löwdin charge.
Cartesian coordinates (Å):
O1 15.62 -25.42 0.43  -0.140
H1 15.44 -24.67 -0.14  0.007
H2 16.24 -25.09 1.08  0.061
O2 15.41 -28.29 2.98  -0.046
H3 14.72 -28.18 3.63  0.013
H4 16.17 -28.58 3.48  0.043
O3 17.14 -27.82 0.80  -0.082
H5 16.42 -27.38 0.34  -0.009
H6 16.71 -28.35 1.47  -0.014
O4 14.03 -26.47 -1.85  -0.078
H7 14.45 -26.57 -2.71  0.044
H8 14.58 -25.84 -1.39  -0.006
O5 15.81 -24.99 4.82  -0.067
H9 15.11 -25.62 4.64  -0.035
H10 16.39 -25.44 5.42  0.024
O6 13.08 -28.26 0.06  -0.080
H11 13.22 -27.50 -0.51  -0.032
H12 12.55 -27.92 0.78  -0.024
O7 10.86 -27.45 1.92  -0.066
H13 10.20 -27.69 2.57  0.031
H14 11.12 -26.56 2.15  -0.028
O8 13.80 -25.72 2.37  -0.069
H15 14.33 -25.65 1.58  -0.010
H16 13.44 -24.84 2.49  0.001
O9 10.88 -24.76 2.48  -0.089
H17 10.49 -24.49 1.65  0.044
H18 11.68 -24.24 2.56  -0.039
O10 11.66 -22.54 4.91  -0.081
H19 11.93 -22.79 4.02  -0.053
H20 12.21 -23.07 5.48  0.028
O11 13.59 -26.76 4.85  -0.070
H21 13.73 -26.48 3.95  -0.036
H22 12.70 -27.11 4.87  0.051
O12 12.68 -22.82 2.51  -0.219
H23 12.33 -21.95 2.70  0.039
H24 12.90 -22.78 1.58  -0.016

Calculated values
2S+1   2
E_HOMO (alpha / beta)   -0.5 / -7.3 eV
F_max   1.49 eV Å⁻¹
Total charge   -1
E_LUMO (alpha / beta)   2.8 / 2.7 eV
HOMO-LUMO gap (alpha / beta)   0.119 / 0.368 hartree
Energy above the lowest of the compared OMol25 structures with the same formula, charge and spin   22.6 kcal/mol
Electronic energy   -24959.8528 eV